Record 1
Here is a molecular structure, C54H38BBrF9N6PSeSr from OMol25. Energies are from ωB97M-V with the def2-TZVPD basis set.

Geometry as XYZ:
```
112
Properties=species:S:1:pos:R:3:forces:R:3
Sr 0.640 -0.367 -0.753 -0.22 -0.43 0.17
C -5.205 0.808 -0.555 -1.06 -1.45 -0.39
C -3.839 0.965 -1.025 0.27 1.84 -0.27
C -3.436 2.118 -1.706 2.20 -1.35 -0.33
C -2.030 1.869 -1.869 -0.77 0.48 0.21
N -1.655 0.796 -1.202 0.24 -0.82 -0.36
N -2.778 0.203 -0.720 -0.33 -0.74 -0.13
B -2.809 -1.285 -0.092 -0.72 0.74 -0.24
N -2.116 -2.301 -0.988 1.78 0.43 -1.58
N -1.209 -1.887 -1.981 -1.22 -2.07 0.55
C -0.903 -3.025 -2.638 0.00 0.31 0.88
C -1.506 -4.191 -2.040 0.47 1.00 -1.12
C -2.215 -3.646 -0.985 -0.81 0.57 0.41
C -2.913 -4.282 0.174 -0.62 -1.73 -3.08
C 0.086 -2.875 -3.715 0.27 -3.15 0.39
C 0.321 -1.698 -4.288 -0.35 3.28 -1.21
C 1.161 -1.436 -5.347 0.18 -1.09 0.00
C 1.920 -2.481 -5.808 0.13 1.88 -1.11
C 1.779 -3.671 -5.209 -0.13 -2.93 0.90
C 0.845 -3.935 -4.212 0.11 0.37 0.41
N -2.128 -1.256 1.249 -0.78 0.48 0.39
N -0.822 -1.299 1.397 1.48 0.27 -1.40
C -0.566 -1.335 2.688 0.53 -0.73 0.19
C -1.758 -1.354 3.396 0.05 0.56 1.09
C -2.733 -1.231 2.445 -0.09 -0.50 -0.17
C -4.189 -1.263 2.610 -0.32 0.50 -0.69
C 0.793 -1.629 3.122 0.83 -0.01 0.70
C 1.718 -2.135 2.194 -0.85 0.14 0.58
C 2.984 -2.459 2.616 1.22 -1.14 -1.86
C 3.356 -2.444 3.913 0.95 -0.58 1.93
C 2.442 -2.013 4.849 -0.14 0.88 1.13
C 1.210 -1.514 4.471 -0.84 -0.19 -0.34
C -1.071 2.669 -2.628 -0.20 1.52 -0.09
C -1.406 4.019 -2.827 -0.31 -0.50 0.12
C -0.669 4.848 -3.604 1.90 0.06 -1.35
C 0.522 4.355 -4.209 -1.10 -0.48 0.78
C 0.953 3.043 -3.934 -0.89 1.41 -1.00
C 0.098 2.219 -3.221 0.00 -1.16 0.67
H -5.626 1.781 -0.469 -0.47 0.78 0.31
H -5.262 0.274 0.381 -0.15 -0.10 0.26
H -5.828 0.281 -1.295 0.16 -0.06 0.26
H -3.944 2.984 -2.113 -0.34 -0.50 0.24
H -3.960 -1.650 0.132 0.54 0.48 -0.65
H -1.495 -5.221 -2.456 0.08 0.97 0.76
H -2.677 -5.334 0.076 -0.39 -0.45 0.13
H -3.979 -4.138 0.254 -0.35 0.14 -0.25
H -2.470 -3.992 1.030 1.45 1.24 3.04
H -0.315 -0.924 -3.984 -0.86 1.33 0.47
H 1.200 -0.549 -5.923 -0.23 1.15 0.13
H 2.522 -2.305 -6.692 0.31 -0.35 0.18
H 2.388 -4.483 -5.547 0.26 -0.55 -0.18
H 0.715 -4.900 -3.744 0.24 -0.28 -0.28
H -1.883 -1.424 4.466 -0.07 0.01 -0.09
H -4.329 -1.738 3.554 -0.81 -0.07 0.75
H -4.639 -1.838 1.802 -0.12 -0.19 0.35
H -4.627 -0.254 2.534 0.09 -0.39 0.43
H 1.390 -2.422 1.209 0.07 0.25 -0.06
H 3.734 -2.891 1.946 -0.52 0.29 -0.29
H 4.317 -2.892 4.248 -0.71 0.61 -0.41
H 2.696 -1.972 5.911 0.02 -0.14 -0.32
H 0.533 -1.123 5.253 0.33 -0.21 -0.66
H -2.333 4.420 -2.492 -0.60 0.02 0.69
H -0.986 5.875 -3.794 0.04 -0.31 -0.01
H 0.971 4.945 -4.982 0.66 0.30 0.03
H 1.837 2.697 -4.449 0.04 -0.34 0.19
H 0.260 1.142 -3.186 0.38 0.11 -0.02
F 1.151 6.903 -2.074 -0.05 -1.12 1.06
C 1.061 5.873 -1.189 -0.25 -0.23 0.62
C 0.076 5.841 -0.181 1.75 -0.56 -1.06
F -0.705 6.861 -0.011 -1.07 1.24 0.02
C -0.040 4.756 0.675 -0.57 0.18 0.53
F -1.020 4.905 1.610 0.72 -0.22 -0.53
C 0.780 3.641 0.609 0.18 0.01 -0.37
P 0.566 2.044 1.513 -0.03 0.12 0.22
C -1.008 2.277 2.457 1.52 -0.72 0.54
C -2.117 2.290 1.642 0.53 0.29 -1.81
C -3.364 2.221 2.172 -2.61 0.18 -0.14
C -3.544 2.083 3.539 1.41 -0.14 1.57
C -2.403 2.099 4.404 0.21 -0.31 -0.92
C -1.109 2.163 3.861 -1.64 0.38 -1.46
C 1.938 2.192 2.697 1.10 -0.34 1.82
C 2.182 3.438 3.305 -0.19 -0.87 -1.04
C 3.160 3.595 4.240 0.82 -2.26 1.78
C 3.866 2.470 4.727 0.38 0.70 -0.36
C 3.730 1.245 4.067 0.44 0.54 1.90
C 2.749 1.075 3.157 -2.24 1.44 -3.17
C 1.806 3.707 -0.355 -0.83 0.38 0.39
Br 3.017 2.305 -0.551 0.27 -0.45 -0.16
C 1.940 4.783 -1.215 -0.57 0.28 -0.28
F 2.861 4.715 -2.158 0.50 0.39 -0.36
H -2.009 2.362 0.522 -0.03 -0.04 1.41
H -4.275 2.294 1.503 1.24 -0.25 0.85
H -4.514 1.875 3.978 -0.04 0.34 -0.12
H -2.411 1.986 5.489 -0.70 0.03 -0.26
H -0.249 2.133 4.491 0.53 -0.02 0.27
H 1.630 4.304 3.029 -0.56 0.50 -0.30
H 3.260 4.469 4.815 0.13 1.35 0.23
H 4.552 2.573 5.601 -0.54 -0.06 -0.95
H 4.290 0.398 4.412 0.28 -0.29 -0.04
H 2.607 0.157 2.598 0.17 -0.13 0.41
F 3.184 -7.028 -2.306 0.50 0.36 -0.25
C 3.313 -5.694 -2.192 -0.79 -0.63 0.42
C 2.389 -5.038 -1.435 -0.07 0.63 0.08
F 1.422 -5.702 -0.828 -0.63 -0.32 0.24
C 2.468 -3.663 -1.349 0.33 -1.30 -0.09
F 1.449 -3.041 -0.797 -1.63 0.74 1.09
C 3.486 -2.925 -1.848 0.96 1.38 -0.64
Se 3.498 -1.027 -1.628 0.12 0.08 -0.12
C 4.451 -3.585 -2.605 -2.16 -1.65 0.46
F 5.345 -2.950 -3.285 1.50 0.87 -0.67
C 4.284 -4.954 -2.808 1.74 -0.52 -0.49
F 5.176 -5.674 -3.531 -0.07 0.54 -0.09
```
Forces are in eV/Å.

* lowest unoccupied orbital energy: 0.0818 eV
* DFT total energy: -8680.3857 Ha
* HOMO: -0.2678 Ha
* net charge: 0
* maximum force: 4.145 eV Å⁻¹
* orbital gap: 0.2708 hartree

These are the Mulliken partial charges, in e, on atoms 1 to 6: atom 1 (Sr): 2.2405, atom 2 (C): -2.1031, atom 3 (C): 0.1793, atom 4 (C): -0.5013, atom 5 (C): -1.4966, atom 6 (N): 2.2121



Record 2
Here is 13 unconnected molecules or ions with the total composition C20H66N4O13 from OMol25. Energies are from ωB97M-V with the def2-TZVPD basis set.

Geometry as XYZ:
```
103
Properties=species:S:1:pos:R:3:forces:R:3
C -0.543 1.179 3.836 1.25 0.99 0.18
C -0.462 -0.343 3.818 3.26 1.98 0.68
O 0.513 -0.691 4.823 -1.27 -1.29 0.21
H -0.971 1.781 4.669 0.24 -1.18 -0.14
H -1.082 1.390 2.995 -2.21 0.94 -2.19
H 0.385 1.720 3.524 -0.06 -0.83 0.71
H -0.166 -0.692 2.793 -0.28 0.19 0.81
H -1.397 -0.724 4.077 -1.35 -1.11 0.55
H 1.385 -0.368 4.597 0.17 0.14 -0.49
C -0.725 -4.316 2.837 0.76 -1.73 -1.38
C -1.551 -3.705 1.749 -1.02 0.38 0.84
O -2.673 -3.290 2.465 -1.03 -0.26 1.24
H -1.202 -5.159 3.320 -0.32 -0.50 -0.47
H -0.467 -3.743 3.679 0.31 1.70 0.59
H 0.168 -4.640 2.324 0.73 -0.54 0.35
H -1.887 -4.425 0.950 0.89 0.55 0.47
H -1.100 -2.780 1.381 0.48 -0.35 -0.70
H -3.287 -2.839 1.918 -0.79 0.91 -0.90
C -2.442 4.554 -1.641 0.15 1.55 -1.08
C -1.048 3.987 -1.974 -2.30 3.55 0.38
O -1.077 2.696 -1.675 0.88 -3.88 -1.08
H -2.519 5.687 -1.750 0.14 -1.45 -0.14
H -2.663 4.364 -0.596 -0.15 -0.28 0.20
H -3.151 4.049 -2.304 -0.29 0.26 0.34
H -0.397 4.557 -1.375 1.61 0.55 0.77
H -0.787 4.124 -2.996 0.15 0.07 -0.90
H -1.475 2.533 -0.844 -0.51 -0.31 1.40
C -0.095 4.272 1.704 0.16 -1.65 0.58
C 1.284 3.768 1.176 0.47 0.27 -1.45
O 1.120 2.835 0.121 -1.75 -0.49 -0.29
H -0.951 3.534 1.815 1.25 0.56 -0.37
H -0.479 5.190 1.304 -0.02 0.18 -1.40
H 0.084 4.644 2.675 0.28 0.00 1.70
H 2.098 3.318 1.758 -0.96 0.26 1.38
H 1.793 4.646 0.785 -0.01 0.45 -0.23
H 1.925 2.504 -0.303 0.86 0.44 0.18
C -5.253 0.153 2.302 -0.28 -0.58 -0.69
C -3.754 0.332 2.143 -1.03 0.79 -0.62
O -3.268 -0.487 1.107 -1.95 -1.51 0.52
H -5.826 0.335 1.340 0.78 -0.26 1.04
H -5.616 0.874 3.034 -0.07 -0.15 0.09
H -5.426 -0.871 2.646 -0.43 0.15 -0.01
H -3.266 0.226 3.118 0.19 -0.19 -0.24
H -3.690 1.340 1.779 0.70 0.97 0.22
H -2.378 -0.276 0.933 1.87 0.72 -0.23
C -0.077 0.729 -4.363 2.48 1.09 -0.58
C 0.843 1.921 -4.066 0.64 -1.00 -2.24
O 1.278 1.972 -2.748 -0.87 0.15 0.67
H 0.606 -0.057 -4.124 -0.53 -1.45 -0.03
H -0.310 0.759 -5.415 -0.03 -0.34 -0.48
H -0.973 0.774 -3.830 -1.34 -0.11 1.21
H 0.307 2.775 -4.354 -0.62 1.84 -0.14
H 1.720 1.883 -4.796 -0.81 -0.09 1.20
H 0.421 2.077 -2.252 0.95 0.01 0.25
C 3.575 -3.825 1.421 -0.06 1.73 0.01
C 2.390 -2.850 1.282 0.55 -1.52 1.16
O 2.703 -2.168 0.084 0.57 1.87 0.90
H 3.735 -4.169 2.400 -0.69 -1.78 1.25
H 4.485 -3.222 1.451 0.19 0.53 -0.83
H 3.636 -4.483 0.566 0.00 -0.56 0.29
H 2.223 -2.293 2.260 0.42 0.17 -1.53
H 1.449 -3.341 1.092 -0.24 -0.45 -0.08
H 3.408 -1.546 0.350 -0.40 0.05 -0.65
C 4.017 0.734 -1.234 -1.74 6.22 0.62
O 3.842 2.094 -0.777 0.64 -6.83 -1.95
N 4.802 -0.072 -0.592 4.96 -1.78 5.38
N 3.397 0.233 -2.286 -1.48 2.10 -0.13
H 5.412 0.265 0.230 -1.72 0.04 -2.03
H 5.171 -0.998 -0.813 -0.82 0.61 -0.97
H 2.703 0.986 -2.451 -0.32 -0.78 -1.03
H 3.207 -0.762 -2.591 0.88 1.55 0.64
C 1.898 -2.335 -3.224 -3.67 -0.97 -9.38
O 1.234 -2.366 -4.429 3.51 0.24 4.94
N 1.272 -2.315 -2.148 -3.13 0.47 4.57
N 3.215 -2.304 -3.138 3.83 -0.32 -2.39
H 0.260 -2.260 -2.124 0.17 -0.41 -0.17
H 1.744 -2.182 -1.266 0.05 -0.04 0.11
H 3.759 -2.338 -4.031 -0.99 -0.11 1.30
H 3.707 -2.578 -2.310 -0.12 -0.42 0.28
C -3.706 0.671 -1.971 -0.39 -3.01 3.63
O -4.915 1.150 -1.398 0.18 0.82 0.01
H -2.846 0.531 -1.238 -1.19 0.17 -0.49
H -3.313 1.203 -2.724 0.66 2.78 -2.60
H -3.935 -0.290 -2.392 0.24 -0.85 -0.24
H -5.265 0.520 -0.750 0.58 0.08 -0.36
C -1.880 -2.587 -3.216 -3.07 -1.09 -0.65
O -1.452 -2.902 -1.940 0.81 -1.37 2.18
H -1.522 -1.564 -3.310 -0.56 0.06 -0.93
H -3.053 -2.747 -3.100 2.02 1.11 -1.21
H -1.523 -3.276 -4.035 -0.02 0.86 0.85
H -1.919 -3.679 -1.584 0.45 0.51 -0.33
C 0.031 -0.185 -0.176 -1.94 0.72 0.16
O -0.710 0.660 0.743 -0.99 -3.10 -0.57
H 0.163 -1.116 0.339 0.26 -0.68 -0.14
H 0.932 0.245 -0.530 1.17 0.52 0.20
H -0.584 -0.252 -1.070 -0.14 -0.65 -0.15
H -0.265 1.452 0.760 1.84 3.33 0.10
C 2.686 0.563 2.387 -1.21 1.85 -0.09
O 2.894 -0.326 3.452 -0.66 -0.55 0.11
H 1.660 0.377 2.006 0.69 -0.18 -0.13
H 3.413 0.557 1.549 -0.32 -0.08 0.66
H 2.576 1.598 2.829 0.61 -0.83 -0.71
H 3.790 -0.585 3.560 1.19 -0.06 0.07
```
Forces are in eV/Å.

* lowest unoccupied orbital energy: -0.2099 eV
* DFT total energy: -1998.4844 Ha
* HOMO: -0.3388 Ha
* net charge: 0
* maximum force: 10.118 eV Å⁻¹
* orbital gap: 0.3311 hartree

These are the Mulliken partial charges, in e, on atoms 1 to 6: atom 1 (C): -0.5450, atom 2 (C): 0.3861, atom 3 (O): -0.7174, atom 4 (H): 0.3415, atom 5 (H): -0.2533, atom 6 (H): 0.1841



Record 3
Here is 2 unconnected molecules or ions with the total composition C3H7NO2 from OMol25. Energies are from ωB97M-V with the def2-TZVPD basis set.

Geometry as XYZ:
```
13
Properties=species:S:1:pos:R:3:forces:R:3
H -3.346 -0.762 -0.028 0.04 0.00 0.02
N -2.601 -0.408 -0.628 0.33 -0.14 0.33
C -1.468 -0.636 -0.147 -0.30 0.01 -0.22
O -0.831 -1.199 0.898 -0.12 -0.01 0.11
C -0.043 -0.540 -0.197 0.11 0.04 -0.26
O 0.568 0.621 0.123 -0.12 -0.06 0.04
C 1.971 0.666 -0.101 0.29 0.02 -0.02
H 0.553 -1.258 -0.762 -0.09 0.10 0.09
H 2.181 0.957 -1.136 -0.03 -0.06 0.14
H 2.450 -0.297 0.112 -0.10 0.12 0.01
H 2.377 1.421 0.573 -0.06 -0.10 -0.10
H -0.642 0.726 -2.665 -0.05 0.04 -0.07
H -1.343 0.588 -2.452 0.09 0.04 -0.07
```
Forces are in eV/Å.

* lowest unoccupied orbital energy: 0.9156 eV
* DFT total energy: -323.6314 Ha
* HOMO: -0.3770 Ha
* net charge: 0
* structure (SMILES): [H]/N=C1\O[C@@H]1OC.[H][H]
* maximum force: 0.484 eV Å⁻¹
* orbital gap: 0.4107 hartree

These are the Mulliken partial charges, in e, on atoms 1 to 6: atom 1 (H): 0.2487, atom 2 (N): -0.6175, atom 3 (C): 0.6090, atom 4 (O): -0.4388, atom 5 (C): -0.1214, atom 6 (O): -0.3139



Record 4
Here is a molecular structure, C14H29As3F18N3O2V from OMol25. Energies are from ωB97M-V with the def2-TZVPD basis set.

Geometry as XYZ:
```
70
Properties=species:S:1:pos:R:3:forces:R:3
V -27.151 3.264 32.298 -0.13 -1.20 -0.89
As -24.936 2.482 29.218 1.80 -1.25 -1.42
F -24.179 2.403 27.627 -0.49 0.41 1.67
F -26.534 2.225 28.386 1.62 0.65 1.68
F -25.690 2.582 30.915 0.42 0.23 -0.63
F -23.298 2.714 30.096 -2.89 -0.05 -1.45
F -25.156 4.279 29.082 0.39 -1.68 -0.02
F -24.773 0.730 29.421 -0.42 1.83 0.12
As -26.102 -0.040 34.172 2.44 -2.60 1.17
F -25.838 -1.787 34.797 -0.59 3.18 -0.55
F -26.201 0.777 35.834 -0.51 -1.31 -2.69
F -26.532 1.612 33.349 0.98 -0.77 0.74
F -25.704 -0.705 32.544 -1.18 1.09 1.42
F -27.816 -0.347 34.054 0.99 0.28 0.13
F -24.359 0.330 34.278 -1.88 0.10 -0.17
As -28.297 5.479 35.282 0.88 0.32 1.31
F -28.662 6.065 36.885 0.03 -0.45 -1.41
F -29.963 4.832 35.036 2.01 0.59 0.25
F -27.733 4.815 33.670 -0.58 0.48 0.22
F -26.597 6.207 35.450 -2.43 -1.11 -0.52
F -27.698 3.854 35.948 -1.03 2.48 -0.93
F -28.837 6.972 34.398 0.84 -1.89 1.03
C -30.092 -1.793 30.933 -0.62 -0.14 -0.85
C -29.342 -1.473 29.638 -3.42 0.15 0.24
C -27.973 -1.056 29.872 2.04 0.25 0.56
C -27.839 0.265 30.584 -0.04 0.49 -0.63
N -27.789 1.316 31.061 -0.35 -0.99 -0.12
H -31.132 -1.993 30.677 -0.06 -0.34 0.00
H -30.176 -0.932 31.597 0.62 -0.19 0.36
H -29.652 -2.702 31.342 -0.11 0.30 0.64
H -29.914 -0.703 29.121 0.10 0.31 -0.14
H -29.457 -2.328 28.971 0.66 -0.15 0.05
H -27.472 -1.130 28.907 0.65 0.89 0.26
H -27.504 -1.796 30.520 0.36 0.09 0.14
C -31.110 -0.130 37.334 -1.38 0.91 0.67
C -30.269 0.265 36.177 1.12 0.46 -1.55
C -30.575 1.707 35.545 0.19 -1.42 0.81
C -29.599 2.149 34.507 1.66 0.92 -2.14
N -28.880 2.488 33.635 -2.57 -1.26 3.08
H -30.959 -1.179 37.589 -0.06 0.20 0.14
H -32.158 0.060 37.100 -0.34 -0.63 -0.37
H -31.052 0.522 38.205 0.82 -0.15 0.26
H -30.354 -0.550 35.458 -0.11 0.34 -0.53
H -29.208 0.242 36.427 0.06 0.22 0.15
H -30.638 2.334 36.435 0.72 0.70 -0.36
H -31.589 1.784 35.153 0.07 -0.26 -0.45
C -30.137 3.298 30.978 -0.88 -0.48 0.15
O -28.903 3.903 31.295 0.68 1.84 -0.84
C -28.752 5.110 30.463 1.61 1.03 1.17
C -27.588 5.987 31.112 -1.01 -1.43 -1.74
N -26.466 5.005 31.231 -0.94 1.48 1.81
C -25.351 5.644 31.944 1.59 1.76 0.08
C -24.429 4.674 32.635 -0.56 -0.27 -1.49
O -25.387 4.010 33.431 -0.44 -1.13 -0.57
C -24.906 3.690 34.690 1.27 -0.48 2.31
H -30.906 4.001 31.298 -0.25 -0.35 0.32
H -30.188 2.323 31.464 -0.12 0.32 0.08
H -30.286 3.161 29.907 0.47 -0.05 -0.19
H -29.625 5.755 30.360 -0.51 -0.54 0.57
H -28.515 4.751 29.461 0.39 0.11 -0.03
H -27.816 6.549 32.018 -0.25 -0.76 0.23
H -27.323 6.755 30.385 0.11 0.00 -0.24
H -26.020 5.050 30.326 -0.68 -1.63 -0.69
H -25.657 6.360 32.707 -0.49 -0.06 -0.11
H -24.866 6.192 31.136 0.64 0.38 0.38
H -23.613 5.101 33.217 -0.39 0.33 0.09
H -23.998 3.971 31.922 0.19 -0.11 0.08
H -24.851 4.592 35.300 -0.57 0.03 0.15
H -23.867 3.363 34.669 0.08 -0.39 -0.54
H -25.456 2.888 35.183 -0.30 0.40 -0.24
```
Forces are in eV/Å.

* lowest unoccupied orbital energy (alpha / beta): -2.1991 / -1.3196 eV
* DFT total energy: -10314.7974 Ha
* HOMO (alpha / beta): -0.4098 / -0.4106 Ha
* net charge: 0
* expectation value of S²: 2.01
* spin multiplicity: 3
* maximum force: 4.203 eV Å⁻¹
* orbital gap (alpha / beta): 0.3290 / 0.3621 hartree

These are the Mulliken partial charges, in e, on atoms 1 to 6: atom 1 (V): 0.1960, atom 2 (As): 1.9596, atom 3 (F): -0.4658, atom 4 (F): -0.4633, atom 5 (F): -0.3158, atom 6 (F): -0.4990